This record from the OMol25 dataset describes 9 unconnected molecules or ions with the total composition C48H103F6N13O6P. The level of theory is ωB97M-V with the def2-TZVPD basis set.

Geometry as XYZ:
```
177
Properties=species:S:1:pos:R:3:forces:R:3:mulliken_charge:R:1
P 2.99148 -20.03225 -11.67905 0.47 1.64 2.11 1.88
F 1.34770 -19.94465 -11.39186 1.02 -0.49 -1.17 -0.25
F 2.96821 -18.42613 -12.07895 0.33 -0.88 0.10 -0.36
F 3.13902 -19.54953 -10.09020 0.30 -0.75 -0.90 -0.36
F 4.66178 -20.11577 -11.74713 -1.30 0.34 -0.23 -0.36
F 2.96391 -21.60223 -11.31119 -0.12 0.20 0.11 -0.41
F 2.90002 -20.37733 -13.24268 -0.48 -0.12 0.11 -0.50
C 5.50047 -16.29572 -19.66990 0.08 -0.77 1.30 -1.32
C 6.73528 -16.20003 -18.70934 -1.03 -0.82 -2.57 -0.20
N 6.40891 -16.58464 -17.30208 0.18 0.37 0.03 0.24
C 7.21893 -16.22378 -16.22270 -2.41 -1.08 1.61 -0.79
C 6.45246 -16.50319 -15.09486 -0.57 -0.47 -0.43 -0.09
N 5.22045 -17.09139 -15.49760 2.45 0.95 -2.95 0.35
C 5.26414 -17.14020 -16.84998 0.95 0.68 0.39 -0.29
C 4.10290 -17.63517 -14.80072 -0.38 -0.10 1.56 -0.41
H 5.75605 -16.21886 -20.72672 0.27 0.61 0.25 0.38
H 4.70318 -15.62003 -19.36027 0.07 0.18 -0.35 0.37
H 5.11912 -17.31496 -19.60802 -0.25 -0.16 0.06 0.35
H 7.15829 -15.20967 -18.87766 0.09 0.06 1.17 0.40
H 7.42199 -16.91338 -19.16504 0.41 -0.06 0.67 0.29
H 8.25874 -15.93357 -16.25401 -0.24 0.42 -0.40 0.45
H 6.59761 -16.35149 -14.03546 0.39 0.10 -0.16 0.47
H 4.49873 -17.63385 -17.43037 0.09 0.46 -0.23 0.36
H 4.22251 -18.69831 -14.59208 0.03 0.02 -0.10 0.32
H 3.16447 -17.45998 -15.32680 0.27 0.05 -0.21 0.30
H 4.03139 -17.13940 -13.83263 -0.06 -0.07 -0.05 -0.26
C 2.28885 -21.36727 -7.17178 -0.56 0.17 0.59 -0.37
C 1.75038 -20.24131 -6.31178 -0.92 -0.46 1.09 -0.85
N 1.38018 -19.03126 -7.04411 0.81 0.54 -1.60 0.22
C 1.87218 -17.79530 -6.71624 -0.86 0.31 -0.07 -0.56
C 1.32243 -16.89746 -7.58556 -0.61 0.30 -0.16 -0.56
N 0.49675 -17.59041 -8.46835 1.20 -3.22 0.81 0.33
C 0.67213 -18.91634 -8.20334 -0.52 0.90 1.92 -0.64
C -0.51841 -17.06493 -9.39783 1.40 0.66 0.45 -0.92
H 3.34853 -21.52412 -6.97037 -0.07 -0.05 -0.31 0.20
H 2.08974 -21.12845 -8.21649 0.23 -0.44 -0.06 -0.06
H 1.69896 -22.20923 -6.80951 0.43 -0.51 -0.61 0.43
H 2.35365 -20.07337 -5.41961 0.68 0.96 -0.57 0.49
H 0.87071 -20.54033 -5.74182 -0.56 -0.25 -0.61 0.35
H 2.43373 -17.68852 -5.79991 0.11 0.32 -0.24 0.54
H 1.37722 -15.81964 -7.62685 0.02 -0.10 0.17 0.59
H 0.16590 -19.73793 -8.68825 0.04 0.21 -0.03 0.68
H 0.10320 -16.64458 -10.18841 -0.65 0.67 -0.20 0.39
H -1.02408 -16.36426 -8.73341 -0.48 0.35 -0.90 0.44
H -1.18968 -17.79604 -9.84837 0.24 -0.26 0.61 0.24
C -0.44815 -25.63878 -16.26048 -0.25 1.16 -1.00 -1.19
C 1.03303 -25.44956 -15.89349 -0.66 -5.09 -1.24 -0.68
N 1.16151 -24.72915 -14.72694 -1.25 1.07 3.54 0.52
C 1.18485 -23.40336 -14.82330 0.57 3.23 3.43 -1.51
C 1.02258 -22.90048 -13.51474 -0.73 -0.07 -0.92 0.00
N 0.70908 -23.96291 -12.66161 1.07 0.81 -4.14 0.32
C 0.75930 -25.04826 -13.45121 0.95 -0.52 0.51 -0.33
C 0.33518 -23.88079 -11.27794 0.06 -1.07 0.93 -0.60
H -1.18517 -25.89966 -15.50100 0.79 -0.22 0.78 0.34
H -0.63189 -26.38399 -17.03444 0.37 0.32 -0.28 0.40
H -0.76587 -24.64201 -16.56644 -0.42 -0.10 -0.62 0.35
H 1.73921 -25.13131 -16.66039 -0.61 0.66 -0.15 0.30
H 1.40095 -26.45205 -15.67501 0.17 -0.31 0.04 0.45
H 1.35025 -22.83583 -15.72716 -0.03 -0.29 0.00 0.60
H 0.95640 -21.89082 -13.13710 0.17 -0.07 -0.20 0.60
H 0.67803 -26.01758 -12.98195 -0.20 -0.36 -0.68 0.56
H -0.54275 -24.51748 -11.16856 -0.30 0.52 0.28 0.46
H 0.21955 -22.84952 -10.94445 -0.18 -0.22 -0.32 0.06
H 1.09766 -24.36028 -10.66407 0.17 0.18 -0.01 0.32
C 0.39452 -17.98160 -14.01345 1.07 0.23 0.20 0.36
C -0.01022 -16.56084 -14.45853 -0.80 -1.00 -0.37 -0.74
N 0.14555 -15.58049 -13.40686 -2.29 3.43 1.92 0.42
C 1.30481 -15.27982 -12.73857 0.23 1.52 0.30 -0.62
C 1.19746 -13.99462 -12.15879 -0.99 -2.38 -0.81 -0.63
N -0.07803 -13.58311 -12.41230 -1.20 -2.10 -2.40 0.15
C -0.79045 -14.53291 -13.16175 4.46 -0.02 1.35 -0.39
C -0.50370 -12.22822 -12.20028 -1.68 1.58 1.42 -0.89
H 1.46193 -18.11832 -14.18680 0.08 0.03 0.24 -0.67
H -0.03408 -18.86840 -14.48034 -0.63 0.59 -0.42 0.66
H 0.25270 -18.10357 -12.93962 -0.06 0.11 0.01 -0.35
H -1.06127 -16.53811 -14.74642 0.04 0.06 -0.06 0.36
H 0.55833 -16.13464 -15.28509 0.01 -0.54 -0.26 0.34
H 2.12365 -15.98173 -12.79512 0.04 0.22 0.13 0.75
H 1.79362 -13.35713 -11.52271 0.41 -0.32 -0.27 0.47
H -1.83684 -14.45530 -13.41755 0.18 -0.05 -0.36 0.48
H 0.27875 -11.58284 -11.80110 0.29 -0.32 -0.44 0.34
H -1.26833 -12.19103 -11.42436 -0.05 -0.27 0.23 0.39
H -1.01788 -11.74391 -13.03044 0.58 -0.36 -0.47 0.36
C 6.15428 -22.61017 -9.22405 -0.61 -1.16 0.16 -0.32
C 5.34918 -23.77028 -8.50049 -0.50 0.94 -0.48 -0.72
N 6.05634 -24.34801 -7.38963 1.87 -1.10 3.18 0.30
C 5.84175 -25.67944 -6.96895 2.98 0.28 1.74 -0.44
C 6.85346 -25.93201 -6.00785 -0.44 -0.63 -0.54 -0.41
N 7.59951 -24.84234 -5.80099 -3.26 4.70 -2.55 0.10
C 7.01471 -23.80044 -6.54502 0.97 -2.88 -0.72 -0.21
C 8.65404 -24.56058 -4.87579 1.76 -0.24 1.19 -0.80
H 6.35151 -21.73483 -8.60520 -0.13 -0.23 0.24 0.35
H 5.67590 -22.24317 -10.13210 -0.55 -0.08 0.24 -0.48
H 7.10091 -23.00816 -9.58955 0.18 -0.12 0.34 0.52
H 5.07628 -24.61928 -9.12725 0.69 0.13 -0.57 0.40
H 4.35719 -23.56449 -8.09839 -0.03 1.15 -0.16 0.32
H 5.11129 -26.40129 -7.30324 -0.03 0.44 -0.37 0.46
H 7.28698 -26.73024 -5.42365 -1.16 -1.03 -0.32 0.51
H 7.55667 -22.86643 -6.56285 -0.60 0.19 -0.41 0.28
H 9.06506 -23.55202 -4.92016 -0.58 0.19 -0.58 0.31
H 9.51985 -25.17804 -5.11505 -0.17 -0.35 0.23 0.38
H 8.36642 -24.67094 -3.83024 -0.21 -0.46 -0.15 0.37
C -7.03914 -18.62209 -9.94009 -1.12 -1.91 1.38 -0.89
O -6.34645 -19.49485 -10.90850 0.92 4.41 -0.18 -0.27
C -6.54143 -20.83343 -10.99880 -1.00 -0.83 0.11 -0.48
C -5.73047 -21.35314 -12.17343 1.56 -0.90 -0.12 -0.55
N -5.60945 -20.42217 -13.33995 0.84 0.76 -0.19 -0.17
H -5.21589 -20.85971 -14.16079 0.18 -1.00 0.06 0.38
H -6.54654 -20.21875 -13.65709 -0.54 0.89 0.00 0.37
C -4.72179 -19.12102 -13.22707 -1.73 0.06 1.62 -1.19
C -3.61553 -19.03065 -12.10641 -0.91 0.53 -2.78 -0.06
O -2.79221 -20.11553 -12.33129 0.71 -2.99 0.55 -0.33
C -1.65052 -20.25716 -11.51406 0.16 0.37 0.10 -0.01
H -8.10363 -18.53282 -10.15688 0.01 -0.49 -0.16 0.34
H -6.77905 -17.60936 -9.63214 1.43 0.33 -1.78 0.35
H -6.89049 -19.05249 -8.94975 -0.50 -0.74 0.04 0.34
H -7.56680 -21.11462 -11.23893 -0.47 0.22 0.30 0.40
H -6.27843 -21.31579 -10.05739 0.16 -0.56 -0.08 0.38
H -6.18297 -22.27616 -12.53589 -0.07 0.07 -0.10 0.51
H -4.67926 -21.57911 -11.99454 -0.13 -0.06 0.66 0.11
H -5.52283 -18.43248 -12.95810 0.56 0.61 -0.18 0.40
H -4.33110 -18.91795 -14.22417 -0.01 -0.23 0.16 0.57
H -4.03815 -18.80806 -11.12665 0.20 -0.57 0.13 0.41
H -3.02004 -18.21855 -12.52351 -0.19 1.10 0.60 0.21
H -1.03094 -21.14356 -11.65014 -0.49 -0.27 -1.29 0.03
H -1.86960 -20.43622 -10.46143 -0.44 0.97 0.39 0.48
H -0.99832 -19.41932 -11.76054 0.20 0.20 0.76 -0.38
C 5.94019 -13.98028 -10.76192 2.07 2.51 0.73 -0.84
O 6.29600 -15.18479 -11.30076 -0.83 -2.20 -0.09 -0.39
C 5.32723 -16.17851 -11.02959 -0.05 1.93 -0.90 -0.55
C 6.01793 -17.34778 -10.52236 0.88 -3.04 1.54 -0.53
N 7.03277 -17.08030 -9.31764 -1.67 -0.75 -1.01 -0.05
H 7.85363 -16.61198 -9.67395 0.61 0.08 -0.22 0.48
H 6.56265 -16.42670 -8.70783 -0.04 0.52 0.26 0.42
C 7.38029 -18.28765 -8.43802 0.94 0.51 -0.10 -0.95
C 8.13694 -19.37363 -9.22242 -0.88 1.07 -0.69 0.08
O 9.26315 -18.82538 -9.85147 0.16 0.63 0.41 -0.45
C 10.15168 -19.84347 -10.39077 -1.80 0.17 0.99 -0.21
H 6.92114 -13.50912 -10.82405 -0.39 1.18 0.01 0.33
H 5.76307 -14.01101 -9.68685 -0.56 -0.22 0.13 0.34
H 5.19899 -13.38538 -11.29561 -0.18 -0.24 -0.10 0.29
H 4.76805 -16.27290 -11.96046 -0.05 -1.11 -0.08 0.26
H 4.54734 -15.88415 -10.32730 0.20 0.54 0.43 0.57
H 6.53279 -17.97001 -11.25437 0.35 0.43 0.02 0.15
H 5.26024 -18.00575 -10.09681 0.08 -0.24 0.17 0.17
H 6.46567 -18.57972 -7.92198 -0.10 -0.41 -0.51 0.42
H 8.01893 -17.91821 -7.63568 0.18 0.32 -0.16 0.42
H 7.45748 -19.64713 -10.02965 -0.32 -0.87 -0.08 -0.21
H 8.32638 -20.21945 -8.56151 0.22 -0.07 0.07 0.71
H 9.45087 -20.55465 -10.82803 0.37 -0.39 -0.65 -0.22
H 10.55475 -20.33572 -9.50571 0.94 0.02 -0.44 0.35
H 10.81301 -19.38836 -11.12808 0.12 -0.18 0.50 0.31
C 7.91253 -21.96963 -12.64795 -0.32 0.52 0.05 -0.66
O 6.93165 -22.36274 -13.62840 -0.35 -0.26 -0.39 -0.44
C 5.96327 -23.26332 -13.10768 0.29 -0.74 -0.95 0.29
C 5.02188 -23.74412 -14.25350 1.04 2.04 -0.50 -0.93
N 5.93572 -24.25747 -15.34546 -0.22 -1.81 -0.91 -0.22
H 6.69575 -23.60850 -15.49135 0.19 1.05 0.06 0.53
H 6.44379 -25.06732 -15.01972 0.11 -0.61 0.75 0.47
C 5.37455 -24.72785 -16.73207 1.25 1.00 1.51 -0.43
C 6.52432 -25.40334 -17.52092 -1.43 0.26 -0.33 -0.61
O 7.63722 -24.57074 -17.61600 -0.01 0.77 0.70 -0.05
C 8.60689 -24.80570 -18.59647 1.41 -0.17 0.40 -0.48
H 8.66768 -21.33899 -13.11713 -0.10 -0.34 -0.33 0.39
H 8.38713 -22.81699 -12.15313 -0.03 -0.16 -0.14 0.46
H 7.42898 -21.33101 -11.90873 -0.17 -0.11 0.21 0.01
H 5.36803 -22.80398 -12.31850 0.02 -0.24 0.17 -0.31
H 6.51374 -24.16723 -12.84688 -0.09 -0.13 1.08 0.62
H 4.62451 -22.82596 -14.68616 -0.57 -0.13 -0.01 0.31
H 4.23457 -24.45264 -13.99616 0.36 -0.06 0.03 0.27
H 5.05162 -23.78545 -17.17447 -0.27 -0.40 -0.43 0.40
H 4.56304 -25.41551 -16.49402 0.06 0.01 -0.44 0.29
H 6.20337 -25.64907 -18.53320 -0.30 0.10 -0.55 0.51
H 6.76255 -26.41960 -17.20697 0.63 -0.29 0.61 0.51
H 8.12088 -24.50977 -19.52616 -0.27 -0.59 -0.88 0.36
H 8.95236 -25.83025 -18.45846 -0.38 -0.71 -0.91 0.37
H 9.50517 -24.19295 -18.52077 -0.40 0.60 0.65 0.31
```
Forces are in eV/Å.

Output
Lowest unoccupied orbital energy (spin up / spin down) ... -14.92 / -20.95 eV
E_tot ... -3990.95571 hartree
Multiplicity ... 2
Maximum force ... 0.1218 hartree/bohr
Charge ... +8
Frontier orbital gap (spin up / spin down) ... 0.2780 / 0.0566 Ha